110
Properties=species:S:1:pos:R:3:forces:R:3:mulliken_charge:R:1 method="wB97M-V/def2-TZVPD" orbital_gap_ev=8.9562 e_homo_ev=-8.84 total_charge=0 lumo_ev=0.120
Br 4.937710 1.860334 0.800479 -0.276 -0.094 0.121 -0.076
Br 5.275339 -1.063056 -0.339731 -0.451 0.193 0.640 -0.187
Br 3.669351 -0.549184 2.479067 0.175 -0.222 0.868 0.118
S 0.087948 -1.990247 0.184210 -0.323 0.376 -0.809 0.111
S 2.909438 -3.819579 1.393055 0.750 0.439 0.128 1.201
P 1.617190 -2.476494 5.919366 -1.493 0.412 -0.880 0.519
P -5.239369 0.338993 -1.629562 1.428 0.673 -0.111 1.057
P -1.219057 3.377067 2.440662 -1.584 -0.840 0.767 0.898
P 1.021824 -1.375307 -4.453905 -0.129 1.190 -0.810 0.969
P -0.112722 3.899968 -3.065075 -0.216 -1.340 -1.161 0.473
O 2.419779 -2.862538 7.196222 1.261 -0.729 0.603 -0.366
O -1.145232 3.638191 -4.229528 -0.183 -0.533 -1.033 -0.459
O 2.105831 -0.211164 -4.234040 -1.288 -0.577 0.774 -0.461
O -5.117491 1.777433 -1.929346 0.242 -0.383 0.109 -0.738
O 2.041121 -4.849233 1.981967 -1.049 -0.751 1.167 -0.835
O -4.226276 -0.246430 -0.543608 -0.657 0.020 -0.643 -0.104
O -0.403228 -1.082642 -4.119905 1.730 -0.730 0.232 -0.273
O 0.788853 -3.756228 5.503747 0.354 -0.070 0.720 -0.368
O 0.253563 3.017593 2.828586 0.312 0.195 0.393 -0.514
O 1.141770 -1.509178 -6.035538 0.342 -0.020 0.351 -0.445
O -1.101584 4.253870 1.149875 -0.056 0.220 -0.341 -0.056
O -6.626658 -0.069045 -1.080783 -1.946 0.376 0.096 -0.316
O -0.305667 2.617664 -2.173332 -0.026 -0.007 0.611 0.499
O 1.734440 -2.690073 -3.828478 -0.492 2.821 -0.282 -0.163
O -1.657166 4.285487 3.682316 0.362 -0.576 -1.215 -0.427
O -0.387230 5.196307 -2.499675 0.321 1.447 1.001 -0.799
O 1.346537 3.653212 -3.688717 -1.777 -1.159 1.461 -0.136
O -5.004358 -0.633215 -2.853838 -0.763 -0.652 0.648 -0.435
O 0.498048 -1.517660 6.522495 0.318 -0.662 -0.196 -0.310
O 1.186829 -1.055044 -0.249353 -0.293 -0.004 0.288 -0.164
O -2.143921 2.237087 2.231249 0.750 0.573 -0.139 -0.599
O 2.373706 -1.865646 4.816569 0.379 -0.027 -0.092 -0.118
C 0.665294 -0.120475 6.450844 -0.519 1.287 1.543 -0.596
C -0.350989 -1.586121 1.876706 -0.257 1.307 -0.673 -0.633
C 0.843257 2.066221 1.949731 -0.035 -0.262 -2.139 0.242
C -4.011199 0.450215 0.701626 0.548 -0.626 0.007 -0.467
C 0.033752 -3.846283 4.288699 -0.342 1.900 -0.433 -0.181
C 3.832528 -3.246910 7.047198 0.107 0.354 0.117 -0.313
C 2.351887 -1.632606 -6.794317 1.371 -0.536 0.541 -0.694
C -1.450367 -1.393193 -0.727893 2.585 -0.952 1.014 -0.429
C 3.445818 -4.656241 -0.053932 1.980 0.131 -0.308 -1.362
C 4.121012 0.109011 0.791738 0.749 -0.106 -1.081 0.757
C -1.097645 2.399836 -5.018604 -0.150 1.167 0.187 -0.373
C 1.198322 -3.917624 -4.228356 0.894 -0.185 -0.968 -0.905
C 2.026058 0.406179 -2.917002 2.314 -1.869 1.022 -0.069
C -7.810978 0.782654 -1.399418 -0.463 -2.497 0.882 -0.680
C -0.419547 5.528459 1.200563 -1.771 -0.456 0.880 -0.768
C -3.781682 -0.711653 -3.534190 1.084 2.151 -0.192 -0.183
C -1.643205 2.368108 -1.580622 0.808 0.787 0.294 0.832
C 4.482327 -3.897930 2.257049 -0.176 1.446 0.924 -0.991
C 2.312508 4.662517 -3.762086 -0.985 1.198 -1.683 -0.887
C -3.097568 4.430683 3.821718 0.722 0.014 0.843 -0.695
H 3.194562 0.115523 0.260868 -0.424 0.304 -0.513 -0.590
H -0.937122 -2.385738 2.228225 -0.497 -1.323 0.378 0.585
H 2.128761 5.070150 -4.754093 0.405 0.676 -0.136 0.354
H 2.040637 -4.556983 -4.093209 0.436 -1.011 -0.678 0.285
H -3.612895 3.455620 3.810299 0.269 0.526 -0.417 0.261
H -1.173955 -1.709804 -1.716883 -0.117 0.503 -0.753 0.203
H -3.440648 5.167569 3.090384 -0.296 -0.315 0.167 0.290
H -1.840220 1.351400 -1.898880 -0.177 -0.273 0.570 -0.612
H 0.865256 0.342448 7.442383 0.001 -0.735 -0.217 0.281
H -0.904768 -4.327791 4.478428 -0.324 -0.512 0.424 0.417
H 0.758293 -3.883165 -5.230084 0.367 -0.222 0.047 0.403
H 0.597711 -4.360060 3.536814 0.374 -0.335 -0.305 0.250
H 0.585190 -1.493960 2.440976 -0.327 0.180 -0.101 0.029
H 1.302458 2.544710 1.024207 -0.574 -0.296 1.180 0.087
H -0.052546 2.136005 -5.111017 0.093 -0.746 0.214 0.242
H -1.107733 6.196078 1.710295 0.005 0.475 -0.272 0.251
H 1.943814 -1.948200 -7.728986 0.339 0.013 -0.941 0.312
H 1.475879 0.211757 5.833290 0.202 -0.120 -0.788 0.238
H -1.056493 -0.736818 1.937493 0.857 0.193 -0.037 0.005
H 3.036357 -0.731886 -6.893977 -1.441 -0.630 0.357 0.215
H 0.494974 -4.241587 -3.549690 -1.924 -0.587 1.503 0.280
H -3.361065 1.314395 0.477534 -0.613 -0.312 0.630 0.240
H -1.406239 2.691823 -6.027332 -0.318 -0.186 0.287 0.343
H 2.321443 -0.396731 -2.151372 -0.297 1.374 -0.941 0.146
H 3.036128 -2.452470 -6.423953 -0.914 0.669 -0.066 0.264
H -3.191919 -1.584238 -3.422120 0.082 -1.168 0.722 0.306
H 3.984036 -4.310094 7.354572 -0.318 0.954 -0.166 0.246
H -8.222174 0.403793 -2.356092 0.210 0.454 0.516 0.264
H 5.206839 -3.203145 1.865348 -0.003 0.575 -0.427 0.343
H -1.771119 1.641840 -4.571887 0.687 0.341 -0.312 -0.056
H -0.225460 5.798756 0.203022 0.285 0.438 -1.147 0.193
H -3.468095 -0.312604 1.311231 -0.350 0.921 -0.225 0.044
H 2.195757 5.482834 -3.051217 0.217 -0.473 0.292 0.325
H 4.470294 -2.545354 7.676394 -0.962 -0.945 -0.815 0.223
H -1.504272 -0.339899 -0.534190 -0.241 0.418 -0.190 -0.366
H -3.138191 0.147263 -3.272477 -0.135 -0.338 0.063 -0.315
H 0.433714 5.461864 1.811480 1.406 -0.177 0.519 0.400
H -3.108706 4.809017 4.834427 -0.774 0.390 0.108 0.255
H -8.543136 0.531911 -0.561571 0.984 0.630 -1.186 0.195
H 4.335956 -5.275860 0.104826 -0.335 -0.137 0.393 0.396
H -0.298887 0.293069 6.178956 0.014 0.144 -0.544 0.238
H -1.489833 2.544529 -0.454714 -0.782 -0.427 -1.863 -0.528
H 4.047268 -3.115628 5.974417 0.448 -0.130 0.547 0.010
H 1.608181 1.550416 2.483198 0.467 -0.335 0.418 0.163
H -0.239881 -2.832271 3.880050 0.567 -1.018 0.873 -0.096
H -7.516330 1.807880 -1.440088 0.089 0.587 0.007 0.346
H 2.622365 -5.275465 -0.291354 -0.841 -0.382 -0.777 0.429
H -4.973229 0.686974 1.200976 0.630 0.119 -0.366 0.418
H -2.260898 -1.981697 -0.397820 -1.141 -0.379 0.519 0.639
H -3.956960 -0.592978 -4.573817 -0.419 0.009 -1.044 0.485
H 1.083763 0.775342 -2.650041 -1.582 0.351 -0.076 -0.033
H -2.428643 2.995380 -2.071135 0.701 -0.207 0.764 0.525
H 4.340923 -3.624292 3.311614 -0.230 -0.130 -0.297 -0.067
H 3.237548 4.164212 -3.837821 1.334 -0.248 0.595 0.237
H 0.073214 1.343889 1.589114 0.632 0.416 0.332 -0.146
H 4.934836 -4.836165 2.168981 0.258 -1.773 -0.012 0.516
H 2.722721 1.234716 -2.920616 0.224 -0.018 -0.011 0.238
H 3.783633 -3.942370 -0.778263 -0.412 0.415 -0.847 0.292

50
Properties=species:S:1:pos:R:3:forces:R:3:mulliken_charge:R:1 method="wB97M-V/def2-TZVPD" smiles="CN1CCN(c2cc(N3CCc4ccccc4C3)c(F)cc2[N+](=O)[O-])CC1" e_above_lowest_ev=4.472 orbital_gap_ev=7.8207 e_homo_ev=-7.92 total_charge=0 lumo_ev=-0.095
F 2.190430 2.207641 1.195441 -0.002 -0.105 -0.053 -0.312
O -2.897203 3.086208 -1.337686 0.047 0.144 0.015 -0.568
O -1.829810 4.458243 -0.071099 -0.058 0.137 0.047 -0.684
N -2.042618 3.333842 -0.499386 -0.572 0.680 -0.418 0.972
N -2.729157 0.477002 -0.624580 -0.148 -0.198 -0.134 0.168
N -4.778430 -1.330224 0.174261 0.037 0.023 0.006 -0.121
N 1.751282 -0.621660 0.664313 0.151 -0.188 0.298 0.114
C -5.465064 -2.312971 0.981733 0.039 0.023 -0.020 -1.102
C -1.210932 2.283917 -0.040909 0.889 -1.105 0.478 -0.469
C 2.941193 -1.082888 -1.406950 -0.165 -0.085 0.095 -0.876
C -3.945152 0.973598 -0.023585 -0.243 -0.047 0.373 -0.878
C -4.540910 -0.097415 0.898888 -0.013 0.238 -0.147 -0.730
C 6.361109 0.491158 -1.011740 0.053 -0.003 -0.096 -0.565
C -1.493361 0.907562 -0.245473 0.246 0.536 -0.035 0.841
C 6.360828 0.838706 0.329072 0.058 0.039 0.094 -0.593
C 4.147554 -0.073956 0.564895 -0.008 0.000 0.004 1.441
C -2.951660 -0.775390 -1.303282 0.069 -0.364 0.063 -1.294
C 2.957386 -0.402317 1.432708 0.188 -0.021 0.301 -2.136
C 5.257133 0.555865 1.110904 -0.004 -0.046 -0.065 -0.836
C 1.005211 1.733667 0.733980 -0.172 0.032 -0.087 0.427
C 0.820442 0.361853 0.444907 -0.337 0.497 0.072 -0.685
C 4.144563 -0.426343 -0.781528 0.014 0.010 -0.005 0.778
C 1.984247 -1.633984 -0.345506 0.046 -0.037 -0.484 -1.061
C 0.025627 2.655402 0.491768 -0.096 -0.096 -0.021 -0.798
C -3.529277 -1.833176 -0.361321 0.018 0.095 -0.277 -0.570
C 5.258104 -0.135109 -1.559905 0.012 0.021 0.060 -0.670
C -0.448329 0.007509 -0.021951 0.008 0.051 -0.121 0.241
H -4.888367 -2.613753 1.871089 0.007 -0.011 0.023 0.379
H -5.657399 -3.197410 0.376241 -0.040 -0.075 0.034 0.342
H -0.649900 -1.041883 -0.155942 -0.057 -0.088 0.089 0.511
H -4.657353 1.230269 -0.812452 -0.015 0.055 0.080 0.276
H 3.257899 -1.884518 -2.077375 -0.017 0.020 -0.045 0.552
H 7.217412 1.332563 0.762400 0.078 0.051 0.036 0.389
H 3.164681 -1.338836 1.972064 -0.052 0.129 -0.023 0.457
H 2.800489 0.367563 2.185520 0.009 -0.099 -0.074 0.533
H 5.247034 0.829998 2.155579 0.008 0.055 0.141 0.406
H -3.851963 -0.258191 1.751071 -0.056 0.006 -0.017 0.322
H -3.748609 1.861317 0.574167 -0.011 -0.027 -0.089 0.489
H 0.227117 3.703004 0.656056 0.059 0.007 -0.004 0.574
H -5.493219 0.264621 1.291276 0.015 0.011 0.049 0.487
H -6.418242 -1.901079 1.308775 -0.057 -0.042 0.054 0.348
H 5.253586 -0.404949 -2.606553 0.008 -0.030 -0.118 0.439
H 7.219199 0.710203 -1.629432 0.076 0.022 -0.049 0.387
H -3.730205 -2.751732 -0.917460 0.037 -0.015 0.019 0.520
H 1.050901 -1.945813 -0.811810 0.059 -0.054 0.083 0.377
H 2.429786 -2.502862 0.147525 -0.077 0.009 -0.018 0.472
H 2.410610 -0.337469 -2.009659 -0.035 -0.080 -0.034 0.294
H -3.691606 -0.585585 -2.088871 0.066 -0.097 -0.036 0.435
H -2.031107 -1.119902 -1.773121 -0.029 0.032 -0.011 0.627
H -2.803968 -2.062283 0.442944 -0.031 -0.010 -0.030 0.353

59
Properties=species:S:1:pos:R:3:forces:R:3:mulliken_charge:R:1 method="wB97M-V/def2-TZVPD" e_above_lowest_ev=0.000 orbital_gap_ev="5.6677 / 5.7787" multiplicity=2 e_homo_ev="-10.06 / -10.06" total_charge=+1 lumo_ev="-4.394 / -4.282" s_squared=0.753
Ti 0.407887 -0.366167 0.440849 0.560 1.435 -0.399 -0.035
S 4.137214 -4.329083 -2.421428 -3.845 -2.355 0.498 1.230
F -2.801890 -2.785052 3.861844 0.831 1.231 -0.104 -0.294
F -0.880274 1.272820 5.478903 0.185 -1.236 -0.519 -0.298
O 3.257283 -4.153398 -3.587560 1.138 0.425 0.235 -0.662
O 3.564145 -5.320010 -1.490724 1.222 -0.306 -0.724 -0.716
O 5.545853 -4.391142 -2.654589 0.250 0.828 0.194 -0.588
O -0.129252 1.388308 -0.176849 -0.017 -0.662 -0.208 -0.612
N -1.446702 3.187036 0.053538 -0.687 1.264 -1.067 0.124
N -1.078939 -1.741473 0.072690 0.234 -1.369 0.270 0.438
N -0.367095 2.764140 -1.985216 -0.336 0.505 0.850 0.132
N 2.405461 0.397378 0.944135 0.939 -0.321 0.075 -0.144
C -1.673938 -2.239543 1.217389 -1.227 0.923 -1.680 1.042
C -0.629473 2.448135 -0.698892 -0.551 -0.025 -0.055 0.121
C -2.911320 -3.710248 -0.210877 -0.481 0.449 -0.696 -0.250
C -2.259376 -3.213093 -1.370033 0.838 -0.309 1.067 -1.053
C 3.829321 -1.658473 -1.900160 0.258 0.815 -0.678 -0.630
C 0.191043 1.759464 -2.862672 1.943 1.068 -0.659 -0.870
C -1.986097 4.634171 -1.953176 0.192 0.327 -0.753 -0.623
C -1.284947 -2.259918 -1.174786 -0.491 0.291 1.848 -0.047
C 2.404431 -2.008365 0.467581 -0.678 -0.669 -0.012 0.403
C 2.802737 -0.720743 0.049215 0.641 0.575 0.812 0.314
C -0.236506 0.517005 3.362404 0.165 -0.339 0.320 -0.269
C -0.500462 -0.339321 2.280101 0.758 -0.065 0.495 0.546
C -1.348310 -1.437578 2.420467 -1.375 -0.786 1.188 -0.157
C -1.976356 4.485688 -0.453891 0.483 0.822 0.611 -0.702
C 3.555144 -0.525127 -1.135428 -0.836 0.407 0.544 -1.061
C -1.995569 -1.689324 3.684050 0.817 0.036 -0.178 0.365
C -1.762561 -0.844053 4.758531 0.346 0.973 -0.658 -0.870
C 2.761673 -3.135703 -0.287310 0.856 0.682 -0.569 -0.729
C -0.919050 0.289899 4.524315 -1.506 -0.269 1.161 0.284
C -0.600523 4.151365 -2.463326 -0.755 -0.303 -0.500 -0.594
C -2.711928 -3.194052 1.061050 0.772 -0.074 1.120 -0.801
C -1.703165 2.925238 1.462541 0.980 -0.957 0.005 -0.991
C 3.548961 -2.942312 -1.440384 0.139 0.754 0.368 -0.150
H -3.675279 -4.470622 -0.317298 0.084 -0.054 -0.145 0.436
H 0.174065 4.817756 -2.036007 -0.175 -0.336 -0.584 0.242
H -0.743222 2.933459 1.941934 0.522 0.075 0.617 0.374
H 1.009839 1.253783 -2.358595 -0.011 -0.289 -0.023 0.213
H -2.254116 -0.964624 5.717947 0.054 -0.066 -0.153 0.501
H 1.881943 -2.289831 1.421296 0.425 0.949 -0.495 0.488
H -3.289766 -3.551436 1.967086 0.875 0.384 -1.543 0.422
H -2.961143 4.691156 -0.035923 -0.077 -0.487 0.017 0.424
H -2.092511 1.909263 1.673157 -0.292 0.757 -0.372 0.213
H -2.270032 3.742012 1.879565 -0.448 -0.088 -0.004 0.436
H -2.812435 4.117801 -2.464180 0.354 -0.212 0.331 0.318
H 3.881381 0.516560 -1.383649 -0.314 -1.142 -0.019 0.356
H 4.251315 -1.574598 -2.928311 0.017 0.015 1.069 0.383
H -1.347080 5.328485 -0.055292 -0.252 -0.879 -0.113 0.334
H 0.502122 1.326576 3.456582 -0.411 -0.233 -0.779 0.465
H -0.503218 1.071456 -3.263110 -1.060 -0.839 -0.074 0.313
H 2.713453 0.244828 1.916092 -0.167 -0.179 -0.559 0.321
H 0.659762 2.235844 -3.754764 -0.355 -0.056 0.768 0.355
H 2.829879 1.297232 0.679694 -0.434 -0.582 -0.214 0.281
H 2.513443 -4.136482 0.049636 0.129 0.119 -0.217 0.579
H -0.549127 4.046632 -3.578022 0.024 0.677 1.078 0.406
H -0.607345 -1.837670 -1.902489 -0.278 -0.205 -0.528 0.521
H -2.336887 -3.642604 -2.347909 -0.483 -0.255 -0.222 0.421
H -2.182483 5.718548 -2.149733 0.511 -0.838 -0.038 0.344